Molecular formula: C4H12O2
Method: DFT, wB97M-V/def2-TZVPD

Largest force on an atom = 2.8 eV Å⁻¹
E_HOMO = -10.39 eV
Relative energy (zero: lowest compared OMol25 entry of this formula, charge and spin) = 143.04 kJ/mol
Orbital gap = 11.2 eV
E_tot = -8436.03155 eV

```
18
Properties=species:S:1:pos:R:3:forces:R:3
C 0.37071 -0.91845 2.91014 -0.833 -0.906 -1.306
O 0.04509 -2.13638 2.10092 1.148 1.310 1.199
C 1.64524 -0.08027 2.45070 -1.678 -0.542 1.671
H 0.32640 -1.23837 3.95738 0.693 0.155 -0.071
H -0.55900 -0.34072 2.79877 0.568 0.246 -0.112
H 0.59816 -2.78482 2.54999 -0.160 -0.410 -0.468
H 2.42866 -0.60094 1.88517 -0.724 0.163 -0.211
H 2.10570 0.24771 3.38194 0.237 0.074 0.054
H 1.18731 0.82003 2.04259 0.747 -0.083 -0.772
C -0.69222 0.82003 -1.99783 0.993 0.856 -0.801
O -0.41070 0.06883 -3.20818 0.017 0.555 0.775
C -1.03983 2.25472 -2.37597 -2.344 -1.102 -1.045
H 0.18638 1.02144 -1.37380 0.110 -1.339 0.191
H -1.54106 0.35568 -1.48943 0.398 0.029 0.340
H 0.20910 -0.63567 -3.00151 -0.071 -0.029 0.089
H -0.99403 2.90501 -1.50547 -0.298 0.052 -0.066
H -2.07721 2.11284 -2.79217 0.658 1.078 0.486
H -0.46770 2.66190 -3.19891 0.540 -0.107 0.046
```
Positions in Å, forces in eV/Å.

Atomic partial charges in e from the Löwdin method, atoms 1 to 8: -0.252, -0.121, -0.069, 0.098, 0.099, 0.060, 0.074, 0.054